(1)
A 8-piece molecular cluster, C18H32F6O26PS5 overall at a distorted geometry. Source: OMol25; level of theory: ωB97M-V with the def2-TZVPD basis set.

```
88
Properties=species:S:1:pos:R:3:forces:R:3
P 1.033 0.133 0.643 1.058 -0.687 1.165
F 1.751 -0.596 -0.652 -0.726 0.671 -0.339
F 0.253 1.200 -0.317 0.154 -0.757 0.644
F -0.209 -0.896 0.590 -0.209 -0.078 -0.690
F 0.357 0.743 2.025 0.706 0.049 -1.051
F 1.876 -1.006 1.517 -0.633 1.037 0.183
F 2.293 1.151 0.719 -0.510 -0.126 0.269
C -2.836 1.843 5.824 0.103 -0.661 -1.035
C -1.656 1.848 4.817 -0.423 1.726 0.955
C -1.360 3.187 4.164 -2.026 1.072 -2.491
O 0.026 3.460 4.178 -0.859 -0.912 1.373
C 0.517 2.523 5.002 2.843 -0.406 0.715
O 1.703 2.437 5.213 -1.740 -0.259 0.231
O -0.457 1.726 5.568 1.494 -0.297 -0.542
H -3.774 2.024 5.301 -0.021 0.039 -0.143
H -2.779 2.546 6.655 0.503 0.114 -0.237
H -2.911 0.833 6.229 0.004 0.006 0.130
H -1.781 1.149 3.990 0.272 -0.734 0.641
H -1.999 3.979 4.552 0.495 0.341 0.411
H -1.559 3.150 3.093 -0.548 -0.073 -0.053
C 5.344 0.700 -0.610 -0.010 -1.247 1.095
C 5.169 -0.378 0.514 -3.105 1.437 -1.553
C 4.634 -1.737 0.124 -0.671 -0.094 -1.884
O 5.348 -2.536 0.978 0.157 -3.289 1.396
C 6.399 -1.936 1.496 2.243 -2.650 1.484
O 7.272 -2.500 2.158 -1.965 1.511 -1.359
O 6.365 -0.695 1.130 2.231 2.270 0.441
H 6.097 1.365 -0.188 -0.008 0.285 -0.549
H 4.420 1.232 -0.839 -0.019 -0.048 0.467
H 5.640 0.230 -1.548 0.452 0.074 0.107
H 4.446 -0.047 1.260 0.282 0.640 0.261
H 4.861 -2.034 -0.900 0.447 0.179 -0.362
H 3.582 -2.004 0.217 -0.006 0.889 0.487
C -2.278 -4.960 2.732 0.593 0.901 -0.709
C -2.060 -3.560 2.111 0.872 0.597 2.281
O -2.123 -3.667 0.729 0.119 -1.462 -2.774
S -2.454 -5.236 0.231 -1.620 1.073 0.952
O -1.245 -6.041 0.187 -1.857 1.290 -0.185
O -3.460 -5.218 -0.856 2.822 -0.130 3.433
O -3.162 -5.425 1.778 -1.502 -2.693 -3.250
H -2.810 -4.975 3.683 0.265 0.223 -0.054
H -1.397 -5.602 2.722 0.242 0.197 0.398
H -1.105 -3.107 2.377 0.054 -0.011 0.022
H -2.870 -2.916 2.454 -0.119 0.080 -0.130
C 0.215 -2.288 -2.424 2.020 1.255 0.839
C 0.687 -3.290 -1.382 -1.179 -0.033 1.207
O 0.812 -4.543 -1.980 -0.383 -1.734 -3.380
S -0.051 -4.595 -3.428 -3.745 0.558 2.803
O -1.474 -4.960 -3.146 3.795 1.006 -0.434
O 0.599 -5.324 -4.454 0.657 0.519 0.266
O 0.005 -2.969 -3.648 -0.198 -1.321 -0.366
H 1.080 -1.628 -2.494 -0.081 0.065 -1.010
H -0.529 -1.597 -2.028 -0.899 -0.689 -0.551
H -0.089 -3.434 -0.630 0.357 0.466 0.437
H 1.655 -3.009 -0.966 -0.275 -0.078 0.101
C 2.147 2.234 -2.670 -2.106 0.141 -0.073
C 2.988 3.490 -2.635 0.138 -1.084 0.508
O 4.219 2.965 -3.034 3.606 -0.127 -1.253
S 4.108 1.883 -4.235 -0.752 -0.738 -0.299
O 5.111 0.809 -4.154 -2.035 2.910 -0.082
O 3.831 2.547 -5.523 0.754 -1.261 2.739
O 2.743 1.344 -3.562 1.328 -1.383 -2.515
H 1.185 2.515 -3.100 -0.269 -0.363 0.418
H 2.039 1.614 -1.780 -0.089 0.884 0.381
H 3.124 3.768 -1.590 -0.137 0.740 -0.314
H 2.702 4.245 -3.368 -0.336 0.230 0.482
C -3.386 0.095 0.276 -0.584 -0.858 1.006
C -2.794 0.267 1.670 2.012 -0.785 -0.593
O -3.788 0.128 2.650 -3.127 -0.330 1.254
S -5.284 -0.172 1.996 0.078 1.710 -1.522
O -6.397 0.665 2.508 3.469 -1.910 -1.060
O -5.507 -1.588 1.830 0.457 1.363 0.563
O -4.717 0.469 0.573 -3.093 0.348 0.062
H -3.424 -0.937 -0.070 0.443 -0.077 -0.036
H -2.953 0.746 -0.484 -0.202 0.080 0.261
H -2.343 1.257 1.731 0.109 -0.141 0.317
H -2.118 -0.555 1.905 0.573 0.583 -0.278
C -3.497 3.591 -4.572 -0.270 -0.136 0.204
C -2.102 4.086 -4.856 0.049 -0.773 -0.280
O -1.597 4.402 -3.553 1.067 -0.613 0.777
S -1.942 3.175 -2.502 -1.778 0.790 0.006
O -2.148 3.730 -1.166 0.478 -1.007 -2.864
O -1.125 1.995 -2.680 -1.158 1.784 -0.157
O -3.436 2.967 -3.255 1.028 -0.009 0.361
H -3.835 2.867 -5.313 0.120 -0.212 0.230
H -4.196 4.426 -4.609 -0.172 -0.081 0.695
H -2.070 4.936 -5.539 0.009 0.305 0.604
H -1.548 3.293 -5.359 0.488 -0.082 0.396
```
Positions in Å, forces in eV/Å.

* orbital gap: 9.9580 eV
* highest occupied orbital energy: -8.4 eV
* charge: -1
* spin multiplicity: 1
* max |F|: 4.711 eV/Å

(2)
A 2-piece molecular cluster, C18H32FN2O3S overall. Source: OMol25; level of theory: ωB97M-V with the def2-TZVPD basis set.

```
57
Properties=species:S:1:pos:R:3:forces:R:3
C 6.410 3.824 -0.410 0.434 0.342 -0.164
C 6.523 3.105 -1.732 -0.655 -0.129 0.115
O 6.133 4.037 -2.739 0.140 -0.065 -0.034
C 5.631 1.826 -1.858 0.820 0.455 0.244
N 4.856 1.498 -0.636 -0.399 -0.747 -0.428
C 3.422 1.519 -0.804 -0.244 0.621 0.068
C 2.870 2.751 -1.171 -0.181 -0.198 -0.033
C 1.501 2.900 -1.346 0.240 -0.418 0.119
C 0.650 1.813 -1.153 0.633 0.153 0.107
C 1.209 0.594 -0.790 -0.053 0.046 -0.044
C 2.582 0.426 -0.623 -0.169 0.389 -0.010
S 5.417 0.181 0.171 -0.377 0.058 0.256
O 4.841 0.138 1.464 0.002 0.029 -0.053
O 5.481 -0.989 -0.632 0.098 -0.022 -0.102
F 6.875 0.684 0.317 0.430 0.059 0.067
H 5.409 4.198 -0.228 -0.229 -0.129 0.123
H 6.763 3.214 0.411 -0.175 -0.165 0.197
H 7.066 4.690 -0.465 0.031 0.099 0.011
H 7.568 2.829 -1.862 0.112 -0.121 -0.169
H 6.505 3.742 -3.575 -0.031 0.103 -0.133
H 4.942 1.973 -2.678 -0.226 0.051 -0.072
H 6.273 0.989 -2.125 -0.087 -0.230 0.017
H 3.524 3.594 -1.329 0.093 0.116 0.004
H 1.101 3.863 -1.618 -0.034 0.145 -0.067
H -0.411 1.959 -1.277 -0.164 -0.186 -0.011
H 0.571 -0.265 -0.638 -0.026 -0.111 -0.025
H 2.969 -0.537 -0.339 0.032 -0.167 -0.011
C -6.416 -2.091 -1.012 0.080 -0.077 0.008
C -6.061 -3.016 0.159 -0.041 0.153 -0.183
C -5.420 -2.357 1.378 -0.087 -0.176 -0.072
N -3.916 -2.153 1.357 -0.114 -0.009 0.169
C -3.587 -1.256 2.535 0.131 0.061 0.060
C -2.151 -0.765 2.546 0.091 -0.016 -0.092
C -1.811 -0.070 1.236 0.047 0.011 0.057
C -2.040 -1.032 0.082 0.064 0.055 0.077
C -3.477 -1.527 0.058 0.188 0.093 -0.043
C -3.254 -3.477 1.545 0.083 0.041 -0.070
H -5.574 -1.890 -1.671 0.023 0.057 0.017
H -7.184 -2.557 -1.627 -0.019 -0.003 0.022
H -6.811 -1.137 -0.659 -0.022 -0.003 0.004
H -5.473 -3.866 -0.191 -0.026 -0.041 0.044
H -6.998 -3.437 0.527 0.058 -0.073 0.100
H -5.599 -2.971 2.261 -0.003 0.063 0.055
H -5.869 -1.381 1.553 0.043 0.051 -0.051
H -4.269 -0.408 2.477 -0.013 0.005 -0.052
H -3.820 -1.828 3.432 -0.104 -0.001 -0.010
H -2.029 -0.079 3.383 -0.105 -0.055 0.065
H -1.460 -1.593 2.724 0.006 0.018 0.024
H -0.780 0.279 1.244 -0.002 0.005 0.006
H -2.446 0.813 1.111 0.014 0.008 0.005
H -1.344 -1.872 0.148 -0.002 0.008 -0.030
H -1.836 -0.538 -0.869 -0.102 -0.078 -0.064
H -3.606 -2.281 -0.714 -0.159 0.017 -0.008
H -4.156 -0.695 -0.124 -0.059 -0.015 -0.019
H -3.544 -4.134 0.731 0.019 -0.018 0.007
H -3.577 -3.892 2.496 0.003 -0.023 0.006
H -2.178 -3.347 1.547 -0.003 -0.034 -0.004
```
Positions in Å, forces in eV/Å.

* energy relative to the best compared isomer or geometry (same formula, charge and spin): 0.0 kcal/mol
* orbital gap: 8.7170 eV
* highest occupied orbital energy: -11.1 eV
* charge: +1
* spin multiplicity: 1
* max |F|: 0.969 eV/Å